(1)
DFT (ωB97M-V with the def2-TZVPD basis set) results for a structure of composition C50H51CaN8O2P2S in a non-equilibrium geometry.

Geometry as XYZ:
```
115
Properties=species:S:1:pos:R:3:forces:R:3:lowdin_charge:R:1
H -0.30008 0.09716 -2.57346 -0.53 0.62 0.65 0.112
H 8.18059 -8.24882 2.45208 0.01 -0.02 0.86 0.123
H -3.62521 7.81106 -2.52318 0.05 0.24 0.53 0.095
H -6.63817 -2.97117 1.53155 -0.28 0.08 -0.20 0.114
H 1.21839 2.90882 -1.77111 1.11 0.12 -0.24 0.124
H 7.72495 -2.26769 2.08427 -0.41 -0.24 -0.30 0.111
H 7.45574 -6.13106 1.67729 -0.04 0.05 0.47 0.121
C 6.05473 -0.21681 -0.05126 -1.57 0.18 0.15 -0.150
C -0.01184 -0.90055 -2.82095 0.14 -0.79 0.55 -0.058
C 3.98440 -1.48350 -4.23534 0.04 -1.49 -1.30 -0.101
C -4.35299 5.67525 3.10671 0.68 0.77 -0.45 -0.083
C -6.92811 -0.92244 -1.19124 2.39 -1.31 1.77 -0.093
C -3.12357 5.00653 3.02976 0.00 0.42 0.88 -0.084
H -6.44956 2.63003 -4.24380 -0.84 0.11 0.58 0.097
H -0.72300 -3.77684 -1.08273 -0.09 -0.46 -0.86 0.120
N -0.50571 -1.85447 -1.61376 0.92 2.33 -2.25 -0.159
H 4.22144 5.83760 -0.60793 -0.05 -0.12 -0.58 0.115
H 4.64273 -1.23804 -2.26509 0.49 0.29 0.39 0.055
H 1.79784 -1.51374 3.70675 1.05 -0.09 0.22 0.122
H -4.56253 7.10963 -4.66638 0.08 0.12 -0.09 0.103
P -3.40156 3.15508 -0.61948 1.28 0.06 -0.39 0.885
H -0.49349 -3.48438 -2.92609 -0.14 -0.36 0.20 0.115
H -0.53889 -1.83692 0.48251 0.40 -0.40 -0.08 0.124
H 6.18348 -9.29019 6.11752 1.48 -0.06 0.32 0.117
H -2.48281 5.10449 3.90787 0.05 -0.25 -0.34 0.105
N 2.22012 2.61898 -1.80304 -0.52 0.46 0.60 -0.073
C 2.87407 -1.55424 3.44615 0.91 0.89 -1.20 -0.023
C -9.24769 2.59250 -1.48779 0.44 0.06 -0.06 -0.096
N -4.88159 2.31200 -0.63948 -0.30 -0.97 -0.95 -0.425
H -8.27365 -2.43542 -0.47367 0.97 0.30 0.73 0.121
C 5.18877 -2.53616 3.43074 -1.77 3.86 -0.59 -0.228
H -0.59656 -1.26138 -3.65893 -0.41 0.08 0.02 0.113
H -10.35648 3.96958 -2.77801 0.69 -0.58 0.25 0.116
C -4.87166 4.85641 0.92108 -1.17 1.21 -0.41 -0.122
H 0.86034 -3.42291 -1.71120 -0.37 0.18 -0.60 0.117
Ca 2.67918 0.65520 -0.38240 0.65 0.06 0.83 1.204
C 1.58011 -1.27284 -4.60254 0.23 0.34 0.20 -0.076
C -6.39987 -2.24104 0.76310 -3.51 -2.18 -0.83 -0.120
H 3.74268 -2.95883 4.92443 -0.06 0.92 -0.67 0.119
H -4.60423 -2.00650 1.69387 -0.10 0.33 -1.26 0.128
C -5.64162 -0.30582 -1.04211 -1.30 -0.33 0.73 -0.418
H -5.59304 4.90556 0.03825 1.24 -0.47 1.20 0.135
H -2.97152 6.20164 -0.72769 -0.78 -0.12 -0.17 0.117
H 7.87291 -9.22630 7.02058 -0.84 -0.24 -0.50 0.090
C -7.26589 2.62169 -3.48704 1.51 -1.06 1.77 -0.101
C -5.18610 -1.72821 0.77014 3.35 0.41 3.26 -0.163
H 6.23219 0.45532 -0.95062 -0.30 -1.01 1.21 0.125
H -4.58606 6.35380 3.92656 0.17 -0.45 0.10 0.108
N 3.08279 3.67048 -1.38199 0.98 0.65 -0.57 -0.090
H 0.73355 -0.97528 -5.24011 0.27 -1.28 -0.20 0.117
H -4.42879 4.64001 -5.16871 0.21 0.24 -0.27 0.098
C 1.42247 -0.99537 -3.23502 0.78 0.49 -0.47 -0.333
H -7.49024 -0.58168 -2.02454 -0.89 -0.12 -0.29 0.085
C -2.74143 4.25580 1.91917 -1.08 -0.73 0.93 -0.100
C -0.21032 -3.24958 -1.90425 0.16 -0.84 0.92 -0.006
H 1.08419 -1.98258 -0.32815 1.04 -0.56 0.32 0.071
H 2.46777 2.26515 -2.72548 0.10 0.39 0.11 0.103
C 3.25263 -0.85464 2.28177 -1.22 0.57 -1.29 -0.348
C -7.03679 1.88277 -2.24634 -0.50 0.79 -1.32 -0.381
H -3.76879 -0.23450 0.23181 -1.32 -0.38 -0.85 0.112
H -10.03544 2.53994 -0.77455 -0.34 -0.18 0.68 0.095
H -1.51631 -1.66119 -1.67478 0.41 -0.31 0.69 0.182
H 6.84799 -4.78887 5.70289 1.01 -0.61 0.02 0.105
H -6.11552 6.24378 1.98348 -0.02 0.07 0.15 0.105
C 7.91353 -7.88982 4.60852 -0.44 2.60 -0.61 -0.294
H 7.80404 -7.16080 6.59339 -0.17 0.42 0.76 0.085
O 2.36606 -0.18799 1.55745 0.15 -0.73 0.93 -0.361
C 3.90292 -2.26982 4.05767 1.80 -2.25 -0.32 -0.007
N 6.66607 -4.18134 3.18279 -2.15 1.59 1.26 0.064
O 7.94296 -9.18840 4.90185 -0.23 -1.29 1.24 -0.093
H 5.01069 -1.73818 -4.61313 -1.24 0.05 0.27 0.120
C 3.79704 -1.19840 -2.91895 -1.21 1.71 0.39 -0.161
H 8.14019 -0.78921 0.19451 -1.36 -0.72 -0.20 0.126
N 5.89709 -3.52608 4.00101 1.95 -2.96 -1.14 0.050
C 5.62345 -1.70965 2.25731 -1.69 -1.93 1.05 -0.070
C -9.45011 3.35679 -2.60221 1.31 0.35 -1.55 -0.067
C -3.67696 4.09482 -3.26157 -1.29 2.40 1.37 -0.104
C 0.13239 -1.53554 -0.32844 -1.69 1.37 0.90 -0.030
C -3.67082 4.14283 0.89446 -0.64 0.04 -1.08 -0.426
C 7.72325 -6.85091 5.57863 -0.33 -0.42 -2.07 -0.007
H 3.93383 5.63758 1.01468 -0.19 -0.38 0.45 0.107
H -1.92516 3.53742 1.99209 0.26 0.61 -0.28 0.098
H 7.30321 -10.72477 6.16373 0.13 1.07 -0.13 0.097
H -5.29358 2.30461 0.29537 -0.39 -0.29 -0.60 0.055
C 4.60061 -0.90157 1.69838 0.67 -0.03 -0.78 -0.134
C -3.45102 5.84319 -1.64846 -0.02 1.32 -0.22 -0.122
P -5.35793 1.18281 -1.97694 0.83 2.39 0.91 0.977
C -7.28759 -1.94943 -0.27658 -0.76 1.02 -1.69 -0.043
N 3.78387 5.27287 0.09464 1.07 0.97 -0.07 0.107
C -8.39752 3.37215 -3.58838 -1.81 1.25 0.37 -0.093
C 7.33171 -5.58736 5.10657 -1.15 -0.52 -1.29 0.004
C -4.19648 6.38625 -3.95898 0.21 0.30 2.42 -0.086
C 7.96369 -7.50336 3.23699 0.01 -2.90 -0.26 -0.020
S 2.45338 3.27178 1.20001 0.62 0.15 -1.01 0.605
H 0.25399 -0.46602 -0.17259 -0.20 0.08 -0.30 0.078
C -3.76285 6.75131 -2.65230 0.06 0.68 -1.19 -0.076
C 7.27566 -9.60539 6.15846 0.16 -0.19 -0.89 -0.033
C 2.84511 -1.58461 -5.07418 0.76 -0.78 -0.44 -0.087
C 7.15002 -5.38900 3.68788 0.60 1.25 2.43 -0.293
C 6.87032 -1.80539 1.59378 -0.05 1.29 0.37 -0.005
H -3.41622 3.09703 -3.52097 -0.42 -0.75 -0.34 0.055
H -8.02051 1.23210 -0.39001 0.48 1.01 -0.72 0.120
C -8.02664 1.92460 -1.27312 -0.85 -1.27 0.30 -0.108
C 7.50676 -6.32246 2.75234 0.66 0.46 0.12 -0.056
N 4.82053 -0.20238 0.50143 0.91 -0.09 0.50 -0.005
C -4.75107 -0.72765 -0.04522 0.71 1.11 -0.64 -0.126
C 7.07183 -1.02067 0.47594 1.96 0.86 0.39 -0.071
C -5.19678 5.67627 2.01364 0.07 -1.10 -0.69 -0.075
H 3.71456 4.11729 -2.04854 -0.79 -0.36 -0.17 0.155
C -4.13199 5.06080 -4.21492 0.60 -2.97 -0.38 -0.112
H 2.95214 -2.18951 -5.98875 -0.02 1.23 -0.15 0.109
H -8.52257 4.12199 -4.36939 0.11 -0.53 -0.26 0.102
C 3.21906 4.09680 -0.09239 -2.43 -1.55 0.78 -0.875
C -3.61478 4.49611 -1.89001 1.06 -1.72 -1.49 -0.380
C 2.53169 -0.73801 -2.41755 -0.18 -1.48 0.98 -0.191
```
Positions in Å, forces in eV/Å.

Output
HOMO energy ... -8.3 eV
Relative energy (zero: lowest compared OMol25 entry of this formula, charge and spin) ... 2.3931 eV
Lowest unoccupied orbital energy ... -2.28 eV
Total charge ... +1

***

(2)
DFT (ωB97M-V with the def2-TZVPD basis set) results for a structure of composition C50H52KN5O3S2SiTe.

Geometry as XYZ:
```
115
Properties=species:S:1:pos:R:3:forces:R:3:nbo_charge:R:1
H 1.10102 4.09491 -3.58648 0.00 0.03 0.10 0.187
H -0.53124 2.44530 7.32844 -0.02 -0.03 -0.05 0.177
C -1.04426 3.87926 4.30348 0.02 -0.17 -0.09 -0.189
H -3.65127 4.53692 -2.07519 0.05 0.01 0.02 0.202
H 0.64499 3.36875 -2.03428 0.02 0.09 0.00 0.236
Si 3.35830 2.63012 -2.13338 0.10 0.11 0.04 1.961
C 2.13383 -2.21736 0.12448 0.09 -0.07 -0.06 0.501
C -6.49787 1.58072 0.88319 -0.01 0.00 0.01 -0.236
H 5.31574 0.50671 -2.02331 0.07 0.08 0.04 0.206
H 0.20968 1.85924 -4.24058 -0.01 -0.12 -0.01 0.224
H 4.74129 -2.21481 1.39776 -0.03 -0.08 0.07 0.181
C 3.57251 -0.59516 0.47263 0.20 0.00 0.04 -0.158
H -6.64085 -0.33983 -0.05310 0.02 0.03 -0.03 0.183
H 7.96780 4.49949 -0.84684 0.00 0.02 0.01 0.194
H -2.21657 4.82407 -1.04900 -0.04 -0.09 -0.07 0.248
H 6.03426 0.18490 1.13485 -0.03 0.06 0.08 0.198
H -0.95449 -1.68984 -2.76886 -0.08 -0.28 0.30 0.406
H 6.73445 1.79136 2.87772 -0.05 -0.03 -0.01 0.194
C 5.29094 0.63674 1.78841 -0.11 -0.07 0.00 -0.230
H 9.03291 2.26411 -0.81490 -0.01 -0.01 -0.01 0.193
H 7.68493 0.26306 -1.40737 0.00 0.01 -0.01 0.193
H 3.29559 2.72017 -7.28505 0.01 0.02 -0.01 0.191
C -4.55477 1.95459 2.25454 -0.07 0.09 -0.01 -0.192
C -0.67419 1.41640 5.44197 -0.03 0.10 -0.18 -0.255
H 0.55204 5.12508 -2.24570 0.02 0.00 -0.01 0.194
C 0.92766 -2.98180 -0.27978 -0.03 0.22 -0.03 0.155
H 3.73048 0.00526 -0.43343 -0.11 -0.03 0.01 0.295
C -4.83685 -0.14841 1.11809 0.02 0.14 -0.05 -0.058
H -2.17673 -4.70004 -1.61550 0.02 -0.06 0.03 0.233
C -1.01301 2.75882 3.44560 0.00 0.02 0.27 -0.211
H 2.09432 3.93810 0.08324 0.01 0.10 -0.05 0.253
C 2.56068 4.73498 -0.50296 0.07 -0.13 -0.05 -0.611
O 3.31817 -2.90310 0.04791 0.09 0.00 -0.09 -0.522
H 3.33849 5.34316 -3.84039 -0.01 0.05 0.08 0.189
C -0.03983 -4.88726 -1.31552 -0.07 -0.11 -0.07 -0.180
C 3.31280 2.11483 -6.38572 0.00 -0.07 0.11 -0.244
H 3.57425 4.88763 -0.10888 -0.12 -0.02 -0.03 0.193
C -4.09830 0.67884 1.96491 0.06 -0.10 -0.20 -0.137
H 2.61546 6.44338 -2.66260 0.01 -0.01 -0.01 0.186
C -4.86947 -2.31030 -0.35572 0.02 0.14 0.16 -0.086
C 4.33365 -1.93852 0.42511 -0.16 0.12 0.11 -0.082
H 5.12387 -1.96259 -0.32079 0.03 -0.05 -0.08 0.182
H 3.33279 -1.11823 -5.38834 0.00 0.00 0.02 0.197
H -4.44428 2.10963 -3.27076 0.07 -0.06 0.00 0.204
O 2.65037 1.62080 -1.16437 -0.11 -0.20 -0.12 -1.355
H 3.23249 -0.01280 -3.17338 0.01 0.09 -0.13 0.228
C 7.23228 1.24943 -1.42459 -0.07 0.05 -0.03 -0.226
H -6.08792 3.42087 1.90933 -0.01 -0.03 0.02 0.198
H -4.43243 -2.10910 1.75662 0.04 -0.13 0.05 0.207
H 2.62124 2.38022 3.95932 0.02 -0.08 -0.04 0.235
C -5.75075 2.40963 1.70946 0.01 -0.03 -0.01 -0.224
C 5.68332 1.54789 2.75806 -0.02 0.01 0.01 -0.212
H -1.19111 4.84760 3.83648 0.02 -0.02 0.01 0.190
H -5.64702 -3.01834 -0.08186 -0.04 -0.05 -0.03 0.184
C 6.04522 3.74936 -1.45124 0.01 -0.08 -0.01 -0.159
C -1.26892 -4.25196 -1.23833 0.02 -0.31 -0.19 -0.239
C 4.72569 2.17151 3.55124 0.01 -0.05 -0.04 -0.237
O -3.73288 -3.05192 -0.85080 -0.15 -0.16 -0.09 -0.527
C -3.45750 1.64497 -3.21765 0.08 -0.08 -0.16 -0.924
H 1.93140 0.73719 2.27807 0.05 -0.04 0.19 0.245
H -0.98380 -2.16212 -5.27139 0.01 0.08 0.10 0.205
H -7.43219 1.92905 0.45564 0.02 0.01 0.00 0.189
H 3.36675 0.24903 -7.45654 -0.02 0.01 0.01 0.184
H 5.60547 4.74073 -1.43648 0.04 -0.09 0.03 0.189
C -0.11569 0.82743 -4.25603 -0.03 0.14 0.02 -0.047
H -3.94603 2.60234 2.87457 0.02 -0.04 -0.06 0.246
H -3.57226 0.55619 -3.25366 0.04 0.16 0.03 0.212
C 3.30298 0.58768 -4.08108 -0.05 0.06 0.05 -0.197
H -0.52784 0.43537 5.87899 0.00 -0.01 0.01 0.198
H -2.00738 4.43465 -2.78000 -0.02 -0.04 0.07 0.206
S -1.16023 3.04517 1.71396 0.02 0.25 -0.08 -0.614
K 0.33659 0.84696 0.18621 -0.27 0.28 -0.15 0.859
C -6.04348 0.30050 0.58913 0.03 -0.07 0.05 -0.239
C 5.89358 1.39308 -1.76644 -0.01 0.13 -0.05 -0.231
C 1.13741 4.23154 -2.49626 0.09 -0.12 -0.03 -0.608
C 1.07682 -4.26309 -0.79705 0.05 -0.15 -0.02 -0.223
H 0.04597 -5.86901 -1.76466 -0.03 0.00 0.00 0.208
H 3.28634 3.81272 -5.09538 0.01 -0.08 -0.01 0.198
C -2.61448 4.25422 -1.89179 0.03 0.05 0.17 -0.889
C 7.98979 2.36812 -1.09202 -0.09 0.04 -0.01 -0.243
C -2.64784 -2.43596 -0.27313 0.09 -0.25 -0.46 0.479
N -0.36704 0.21164 -3.11331 0.21 -0.37 -0.33 -0.241
C -0.84726 1.46625 4.04051 0.01 0.14 0.20 -0.176
H 2.05023 -4.73404 -0.79804 -0.04 0.06 -0.05 0.236
N -0.71820 -1.03078 -3.47860 -0.03 0.14 -0.26 -0.341
C 2.59083 4.38081 -2.00236 -0.06 0.16 -0.05 -0.516
H 4.23092 5.79511 -2.38807 -0.04 0.00 -0.04 0.193
N -0.25029 -2.36599 -0.19622 0.39 0.13 0.13 -0.336
C 3.23895 5.54504 -2.77019 -0.04 -0.13 0.04 -0.591
C 3.33718 -0.03569 -5.32241 -0.01 0.11 0.01 -0.246
Te -2.53154 2.18695 -1.35393 -0.48 0.20 0.13 0.540
N -2.85073 -1.55239 0.58111 0.04 0.48 0.53 -0.354
C 5.25573 2.64517 -1.78952 0.10 0.01 0.11 -0.384
C 3.34545 0.72910 -6.48402 0.00 0.05 0.07 -0.192
C 3.94086 0.32472 1.61145 -0.02 0.09 0.03 -0.027
C 3.38052 1.88232 3.36434 -0.05 0.01 0.07 -0.207
S -0.85631 -0.04418 3.14045 0.30 0.04 -0.03 -0.573
H 1.98780 5.65642 -0.33817 0.01 -0.01 -0.01 0.190
C 3.31024 1.98670 -3.94735 -0.09 -0.16 -0.08 -0.444
H -5.23356 -1.64484 -1.14022 0.08 0.01 -0.10 0.182
C -0.87778 3.79228 5.67999 -0.01 -0.03 -0.12 -0.305
C -4.29545 -1.53039 0.83788 -0.10 0.09 -0.03 -0.122
C -0.68026 2.54185 6.25545 0.00 -0.06 -0.03 -0.276
H -0.19131 0.21245 -6.41106 0.01 -0.03 0.08 0.220
H -2.84933 1.96038 -4.06906 -0.04 -0.05 0.07 0.207
C 2.98605 0.95833 2.40427 0.09 -0.11 -0.17 -0.137
H -3.12668 0.34433 2.33979 -0.11 0.08 0.01 0.278
C 7.39082 3.62044 -1.11046 -0.08 -0.12 -0.02 -0.250
C 3.30318 2.72837 -5.13423 0.04 -0.08 0.03 -0.220
H 5.02876 2.88499 4.30946 -0.02 0.01 -0.05 0.197
C -1.32671 -3.01326 -0.62080 -0.14 0.05 0.20 0.124
H -0.89328 4.68902 6.29240 -0.01 0.01 -0.03 0.177
C -0.32526 -0.02340 -5.36750 0.04 0.23 0.00 -0.343
N 2.16956 -0.99936 0.41335 0.13 0.00 0.14 -0.409
C -0.71896 -1.21711 -4.82049 0.05 0.00 0.14 -0.078
```
Positions in Å, forces in eV/Å.

Output
HOMO energy ... -0.3 eV
Lowest unoccupied orbital energy ... 3.49 eV
Total charge ... -2